Entry 1:
This record from the Open Molecules 2025 dataset describes a 2-piece molecular cluster, CH3FOS overall in a non-equilibrium geometry. The level of theory is ωB97M-V/def2-TZVPD.

SMILES: C=S.OF
Gap between HOMO and LUMO (Ha): 0.31195
ΔE to the lowest compared entry with this formula, charge and spin (kJ/mol): 453.3
Total energy (a.u.): -613.007717

```
! wB97M-V def2-TZVPD RIJCOSX def2/J DEFGRID3
* xyz 0 1
C -0.795 1.028 -0.459
S -2.090 0.828 0.469
H 0.162 0.530 -0.231
H -0.763 1.505 -1.458
O 1.286 -1.003 0.932
F 0.130 -1.556 0.387
H 2.069 -1.331 0.360
*
```

Mulliken atomic charge list, values in e, 4 entries: number 1, C, carries -0.19; number 2, S, carries -0.18; number 3, H, carries 0.15; number 4, H, carries 0.25

---

Entry 2:
This record from the Open Molecules 2025 dataset describes one molecule with the formula CH3FP2 in a non-equilibrium geometry. The level of theory is ωB97M-V/def2-TZVPD.

Gap between HOMO and LUMO (alpha / beta) (Ha): 0.25448 / 0.25482
ΔE to the lowest compared entry with this formula, charge and spin (kJ/mol): 413.2
Total energy (a.u.): -822.267415

```
! wB97M-V def2-TZVPD RIJCOSX def2/J DEFGRID3
* xyz 0 1
C -0.517 -1.164 0.831
F -0.159 -2.115 -0.162
P 1.650 0.809 0.142
P -0.433 0.435 0.135
H 1.864 0.091 -0.933
H -1.268 0.726 -1.072
H -1.138 1.218 1.059
*
```

Mulliken atomic charge list, values in e, 4 entries: number 1, C, carries -0.04; number 2, F, carries -0.15; number 3, P, carries -0.07; number 4, P, carries 0.02

---

Entry 3:
This record from the Open Molecules 2025 dataset describes CH3GdLiO as an isolated structure in a non-equilibrium geometry. The level of theory is ωB97M-V/def2-TZVPD.

Gap between HOMO and LUMO (alpha / beta) (Ha): 0.27102 / 0.26759
ΔE to the lowest compared entry with this formula, charge and spin (kJ/mol): 0.0
Total energy (a.u.): -887.601389

```
! wB97M-V def2-TZVPD RIJCOSX def2/J DEFGRID3
* xyz 2 9
O -0.349 0.237 -0.106
C -0.723 1.380 -0.459
H -0.863 2.128 0.339
H -0.599 1.704 -1.504
Li -0.756 -0.920 1.332
Gd 2.534 -3.253 0.195
H 0.756 -1.274 0.202
*
```

Mulliken atomic charge list, values in e, 4 entries: number 1, O, carries -0.53; number 2, C, carries 0.04; number 3, H, carries 0.24; number 4, H, carries 0.27

---

Entry 4:
This record from the Open Molecules 2025 dataset describes CH3I2NS as an isolated structure in a non-equilibrium geometry. The level of theory is ωB97M-V/def2-TZVPD.

Gap between HOMO and LUMO (alpha / beta) (Ha): 0.25259 / 0.26118
ΔE to the lowest compared entry with this formula, charge and spin (kJ/mol): 127.2
Total energy (a.u.): -1088.134769

```
! wB97M-V def2-TZVPD RIJCOSX def2/J DEFGRID3
* xyz 0 1
C 0.092 0.504 -1.181
N -0.089 -1.054 1.044
S -0.982 -0.660 -0.294
I 0.918 0.985 2.128
I -1.048 -2.082 2.461
H 0.793 0.075 -1.834
H 0.738 1.058 -0.478
H -0.421 1.175 -1.845
*
```

Mulliken atomic charge list, values in e, 4 entries: number 1, C, carries -0.64; number 2, N, carries -0.48; number 3, S, carries 0.22; number 4, I, carries -0.03